*P*
Computed, not measured: a 2-piece molecular cluster, C4H16NSi2 overall, with ωB97M-V/def2-TZVPD.

Element x y z (Å)
C -1.81 -1.40 -0.56
C -1.99 1.09 -0.23
C -1.71 -0.25 0.44
C 1.52 0.07 -0.53
N -0.41 -0.25 1.08
Si 2.10 1.80 -0.01
Si 2.37 -1.59 -0.15
H -1.08 -1.28 -1.36
H -1.64 -2.37 -0.08
H -2.80 -1.42 -1.00
H -1.25 1.30 -1.00
H -1.97 1.90 0.50
H -2.97 1.07 -0.68
H -2.48 -0.41 1.21
H 0.86 0.05 -1.39
H -0.25 0.55 1.69
H -0.17 -1.13 1.53
H 2.95 2.15 -1.15
H 2.81 1.70 1.25
H 0.91 2.64 0.07
H 2.71 -1.59 1.27
H 1.46 -2.67 -0.52
H 3.55 -1.49 -1.01

Properties
Total charge: +1
LUMO in eV: -6.1

Mulliken atomic charge list, values in e, 6 entries:
1. C -1.2302
2. C -1.2579
3. C 0.2511
4. C -0.1336
5. N -0.3728
6. Si 0.4034

*Q*
Computed, not measured: a 2-piece molecular cluster, C4H16NSi2 overall, with ωB97M-V/def2-TZVPD.

Element x y z (Å)
C 1.94 1.05 -0.88
C 1.71 -1.42 -0.29
C 2.00 -0.06 0.23
C -2.32 0.08 0.63
N 0.93 0.20 1.41
Si -2.05 1.74 -0.39
Si -2.65 -1.61 -0.21
H 2.56 1.75 -0.39
H 2.21 0.59 -1.77
H 0.98 1.44 -0.97
H 2.45 -1.82 -0.90
H 0.71 -1.58 -0.75
H 1.50 -2.12 0.64
H 3.08 -0.09 0.60
H -1.39 -0.07 1.10
H 1.34 -0.35 2.08
H 0.98 1.19 1.82
H -3.56 2.12 -0.65
H -0.98 1.53 -1.37
H -1.25 2.81 0.13
H -3.59 -2.70 0.41
H -1.74 -1.75 -1.48
H -3.21 0.31 1.21

Properties
Total charge: +1
LUMO in eV: -6.5

Mulliken atomic charge list, values in e, 6 entries:
1. C -1.2052
2. C -1.2446
3. C 0.6238
4. C -0.5349
5. N -0.6357
6. Si 0.5039

The structure with the least stability is *Q*.

*P*
Computed, not measured: a 2-piece molecular cluster, C8H16N2 overall, with ωB97M-V/def2-TZVPD.

Element x y z (Å)
C 0.99 1.24 1.81
C -0.18 1.56 0.99
C -1.50 1.54 1.40
N -2.29 1.67 0.30
C -1.38 1.93 -0.80
N -0.07 1.71 -0.39
H 1.43 2.27 2.13
H 1.83 0.95 1.25
H 0.85 0.71 2.77
H -1.91 1.40 2.34
H -3.20 1.27 0.13
H -1.63 1.88 -1.78
C -0.23 -1.26 -1.28
C 0.82 -1.99 -0.43
C 0.88 -3.59 -0.64
C 2.20 -1.35 -0.66
H -0.33 -0.16 -1.22
H -1.18 -1.54 -1.18
H -0.03 -1.57 -2.43
H 0.49 -1.76 0.66
H 0.89 -3.87 -1.63
H 1.88 -3.98 -0.24
H 0.08 -4.13 -0.27
H 2.06 -0.35 -1.09
H 2.90 -1.42 0.27
H 2.74 -1.85 -1.46

Properties
LUMO in eV: 0.8
SMILES string: Cc1c[nH]cn1.CC(C)C

Mulliken atomic charge list, values in e, 6 entries:
1. C -1.2349
2. C 0.8536
3. C -0.7094
4. N -0.1354
5. C -0.4128
6. N -0.5462

*Q*
Computed, not measured: a 2-piece molecular cluster, C8H16N2 overall, with ωB97M-V/def2-TZVPD.

Element x y z (Å)
C 1.46 0.24 2.62
C 0.50 1.32 2.23
C 0.75 2.73 2.39
N -0.43 3.49 2.01
C -1.27 2.60 1.49
N -0.81 1.27 1.77
H 1.69 -0.44 1.85
H 0.92 -0.52 3.19
H 2.38 0.70 2.93
H 1.72 3.01 2.84
H -0.33 4.51 1.71
H -2.11 2.80 0.79
C -0.88 -1.36 -3.22
C -0.13 -2.31 -2.33
C -0.90 -3.74 -2.36
C 1.32 -2.51 -2.88
H -0.66 -0.26 -2.90
H -1.93 -1.51 -3.20
H -0.61 -1.38 -4.25
H 0.13 -1.82 -1.35
H -1.14 -3.92 -3.50
H -0.14 -4.39 -2.11
H -1.58 -4.05 -1.63
H 2.01 -1.70 -2.83
H 1.73 -3.13 -1.97
H 1.45 -3.06 -3.69

Properties
LUMO in eV: 0.8
SMILES string: Cc1c[nH]cn1.CC(C)C

Mulliken atomic charge list, values in e, 6 entries:
1. C -1.0202
2. C 0.7170
3. C -0.4844
4. N -0.1178
5. C -0.2311
6. N -0.6458

The structure with the least stability is *Q*.

*P*
Computed, not measured: a 2-piece molecular cluster, C4H12O overall, with ωB97M-V/def2-TZVPD.

Element x y z (Å)
C 0.00 0.00 0.00
C -1.58 -0.06 -0.29
C -1.89 -1.33 -1.04
C -2.36 0.19 0.99
H 0.54 -0.37 -0.89
H 0.29 -0.61 0.87
H 0.31 1.04 0.19
H -1.80 0.84 -0.90
H -1.67 -2.18 -0.38
H -1.27 -1.41 -1.95
H -2.95 -1.39 -1.34
H -3.44 0.04 0.82
H -2.20 1.25 1.26
H -2.04 -0.44 1.83
O 2.72 -3.33 1.84
H 2.97 -4.18 2.27
H 1.80 -3.17 2.15

Properties
LUMO in eV: 0.8
SMILES string: CC(C)C.O

Mulliken atomic charge list, values in e, 6 entries:
1. C -1.1954
2. C 0.7737
3. C -1.3405
4. C -1.2800
5. H 0.3545
6. H 0.2271

*Q*
Computed, not measured: a 2-piece molecular cluster, C4H12O overall, with ωB97M-V/def2-TZVPD.

Element x y z (Å)
C 0.12 0.28 1.79
C -0.21 1.75 1.49
O 0.90 2.68 1.50
H -0.47 -0.10 2.60
H 1.14 0.25 2.15
H 0.05 -0.49 1.01
H -0.61 2.04 0.52
H -0.85 2.07 2.30
H 1.46 2.56 0.71
C -0.30 -1.83 -1.17
C -0.07 -0.90 -2.33
H -1.31 -1.91 -0.75
H 0.03 -2.85 -1.39
H 0.37 -1.47 -0.39
H -0.56 -1.29 -3.23
H 0.97 -0.78 -2.60
H -0.67 0.01 -2.20

Properties
LUMO in eV: 0.9
SMILES string: CCO.CC

Mulliken atomic charge list, values in e, 6 entries:
1. C -0.6317
2. C -0.2103
3. O -0.5633
4. H 0.3371
5. H 0.3454
6. H -0.1957

*R*
Computed, not measured: a 2-piece molecular cluster, C4H12O overall, with ωB97M-V/def2-TZVPD.

Element x y z (Å)
C -0.91 0.44 -2.17
C -1.33 0.93 -0.79
O -2.21 2.08 -0.90
H 0.18 0.46 -2.41
H -1.43 0.97 -3.14
H -1.21 -0.56 -2.26
H -1.81 0.08 -0.17
H -0.31 1.20 -0.22
H -2.09 2.49 -1.76
C 0.99 -1.17 1.01
C 1.72 -0.86 2.38
H 1.05 -0.26 0.39
H 1.50 -2.03 0.44
H -0.03 -1.36 1.24
H 2.55 -0.05 2.40
H 2.31 -1.72 2.78
H 1.03 -0.61 3.17

Properties
LUMO in eV: 1.0
SMILES string: CCO.CC

Mulliken atomic charge list, values in e, 6 entries:
1. C -1.0154
2. C 0.1846
3. O -0.5448
4. H 0.2602
5. H 0.3567
6. H 0.2472

*S*
Computed, not measured: a 2-piece molecular cluster, C4H12O overall, with ωB97M-V/def2-TZVPD.

Element x y z (Å)
C -0.41 -1.46 -0.44
C 1.05 -1.66 -0.16
O 1.65 -0.53 -0.88
H -1.12 -2.20 0.15
H -0.67 -1.84 -1.51
H -0.66 -0.38 -0.38
H 1.25 -1.45 0.91
H 1.55 -2.59 -0.55
H 2.63 -0.51 -0.67
C -1.12 1.60 1.44
C -1.12 1.94 -0.06
H -0.66 0.52 1.70
H -0.62 2.38 2.02
H -2.11 1.61 1.93
H -1.00 3.02 -0.34
H -2.11 1.63 -0.41
H -0.19 1.54 -0.46

Properties
LUMO in eV: 0.9
SMILES string: CCO.CC

Mulliken atomic charge list, values in e, 6 entries:
1. C -0.7223
2. C -0.1408
3. O -0.5290
4. H 0.2834
5. H 0.3165
6. H -0.0671

The structure with the least stability is *R*.

*P*
Computed, not measured: a 8-piece molecular cluster, C40H102N6O16 overall, with ωB97M-V/def2-TZVPD.

Element x y z (Å)
C 5.25 22.67 10.27
O 5.99 23.60 11.01
C 6.22 24.78 10.32
C 7.10 25.59 11.23
N 7.33 26.88 10.62
C 8.00 27.69 11.57
C 8.21 29.03 10.95
O 8.97 29.85 11.86
C 8.85 31.22 11.48
H 4.31 23.06 9.84
H 5.02 21.85 10.97
H 5.83 22.22 9.44
H 5.28 25.36 10.23
H 6.54 24.49 9.30
H 8.04 25.13 11.55
H 6.47 25.73 12.12
H 7.92 26.73 9.79
H 8.96 27.32 11.93
H 7.34 27.84 12.44
H 7.26 29.47 10.60
H 8.93 28.99 10.09
H 9.39 31.84 12.20
H 7.84 31.57 11.38
H 9.31 31.37 10.48
C 11.06 20.84 17.70
O 11.15 22.16 17.26
C 10.60 22.36 15.93
C 10.50 23.86 15.67
N 9.81 24.56 16.76
C 9.97 26.03 16.58
C 9.05 26.68 15.56
O 9.63 26.59 14.26
C 10.54 27.62 14.01
H 11.76 20.17 17.16
H 10.03 20.51 17.55
H 11.24 20.88 18.77
H 9.58 21.95 15.90
H 11.18 21.74 15.25
H 9.92 24.01 14.76
H 11.52 24.26 15.52
H 10.21 24.25 17.64
H 11.02 26.26 16.31
H 9.83 26.45 17.57
H 8.88 27.73 15.86
H 8.11 26.14 15.57
H 10.83 27.61 12.98
H 11.43 27.51 14.65
H 10.07 28.60 14.17
C 6.24 33.60 18.13
O 5.55 32.37 18.07
C 4.49 32.36 18.96
C 3.79 31.03 18.75
N 4.51 29.86 19.13
C 3.76 28.68 18.76
C 4.61 27.42 18.97
O 5.74 27.56 18.13
C 6.66 26.53 18.14
H 7.08 33.61 17.42
H 6.63 33.89 19.11
H 5.54 34.36 17.74
H 3.75 33.18 18.73
H 4.83 32.47 20.01
H 3.52 30.99 17.65
H 2.83 30.98 19.26
H 5.40 29.86 18.66
H 3.45 28.71 17.67
H 2.86 28.64 19.40
H 4.06 26.51 18.66
H 4.94 27.22 19.99
H 7.06 26.41 17.13
H 6.08 25.61 18.34
H 7.51 26.57 18.85
C 4.65 23.05 20.82
O 4.55 23.62 19.54
C 4.97 22.76 18.46
C 4.08 21.56 18.26
N 4.47 20.86 17.00
C 3.57 19.71 16.69
C 4.19 18.95 15.52
O 4.47 19.79 14.43
C 3.39 20.29 13.69
H 3.84 22.33 21.01
H 4.58 23.85 21.53
H 5.60 22.52 20.98
H 5.96 22.39 18.78
H 5.03 23.32 17.52
H 3.06 21.85 18.15
H 4.08 20.84 19.10
H 5.44 20.52 17.02
H 2.60 20.15 16.52
H 3.41 19.16 17.63
H 3.61 18.09 15.19
H 5.19 18.62 15.82
H 2.58 20.54 14.40
H 3.01 19.58 12.94
H 3.74 21.18 13.21
C 11.85 14.41 12.60
O 11.27 15.66 12.43
C 9.86 15.49 12.57
C 9.17 16.85 12.50
N 7.82 16.69 13.03
C 6.98 17.88 13.18
C 6.77 18.63 11.83
O 6.07 17.75 11.00
C 5.69 18.31 9.72
H 11.45 13.80 11.75
H 11.59 13.94 13.54
H 12.91 14.52 12.60
H 9.58 15.11 13.57
H 9.52 14.77 11.80
H 9.20 17.29 11.47
H 9.65 17.57 13.17
H 7.31 16.11 12.35
H 7.49 18.57 13.88
H 6.02 17.53 13.59
H 7.71 18.97 11.35
H 6.18 19.55 12.01
H 5.15 17.56 9.18
H 6.61 18.61 9.15
H 5.00 19.17 9.82
C 15.51 27.31 12.85
O 14.19 26.99 12.76
C 13.94 25.67 12.47
C 12.45 25.43 12.47
N 12.05 24.07 12.08
C 10.60 24.03 11.97
C 10.13 22.56 11.77
O 10.71 21.73 12.81
C 10.21 20.44 12.79
H 16.02 26.71 13.62
H 15.55 28.36 13.14
H 16.00 27.18 11.90
H 14.58 25.10 13.19
H 14.29 25.49 11.40
H 12.00 26.18 11.81
H 12.10 25.70 13.47
H 12.35 23.34 12.73
H 10.23 24.54 11.09
H 10.11 24.45 12.88
H 10.40 22.15 10.77
H 9.03 22.51 11.83
H 9.14 20.34 12.98
H 10.80 19.89 13.50
H 10.41 20.05 11.76
O 2.10 22.23 11.66
C 2.46 23.54 12.06
C 1.96 23.86 13.47
O 0.59 24.36 13.43
H 1.56 22.27 10.87
H 3.53 23.65 12.07
H 2.02 24.22 11.34
H 2.59 24.63 13.94
H 2.06 22.93 14.07
H 0.24 24.48 14.33
O 4.88 22.85 14.61
C 6.24 23.31 14.58
C 7.14 22.25 13.88
O 6.94 21.02 14.54
H 4.76 22.15 15.23
H 6.21 24.25 14.01
H 6.57 23.51 15.59
H 8.18 22.59 13.89
H 6.80 22.24 12.84
H 6.01 20.77 14.35

Properties
LUMO in eV: 0.5
SMILES string: COCCNCCOC.COCCNCCOC.COCCNCCOC.COCCNCCOC.COCCNCCOC.COCCNCCOC.OCCO.OCCO

Mulliken atomic charge list, values in e, 6 entries:
1. C -0.8636
2. O 0.1642
3. C -0.8372
4. C 0.2569
5. N -0.3214
6. C 0.5259

*Q*
Computed, not measured: a 8-piece molecular cluster, C40H102N6O16 overall, with ωB97M-V/def2-TZVPD.

Element x y z (Å)
C 3.75 15.30 6.36
O 3.50 14.17 7.10
C 4.49 13.26 7.44
C 3.91 12.04 8.23
N 4.66 10.89 8.58
C 5.59 11.18 9.66
C 6.41 9.96 10.11
O 6.70 10.20 11.50
C 7.29 9.05 12.18
H 3.96 16.09 7.09
H 2.90 15.70 5.80
H 4.43 15.12 5.54
H 5.22 13.87 7.97
H 4.93 12.93 6.50
H 3.04 11.72 7.65
H 3.52 12.41 9.17
H 5.21 10.74 7.75
H 4.89 11.36 10.49
H 6.28 12.01 9.48
H 7.23 9.77 9.42
H 5.73 9.13 9.94
H 7.63 9.30 13.19
H 8.29 8.82 11.81
H 6.78 8.09 12.34
C 12.34 -2.35 17.32
O 11.57 -1.60 16.44
C 11.86 -1.81 15.12
C 10.92 -0.90 14.25
N 11.08 0.53 14.69
C 9.73 1.10 15.12
C 9.00 0.53 16.32
O 8.29 -0.62 15.88
C 7.94 -1.43 16.94
H 13.31 -1.90 17.53
H 12.45 -3.36 16.93
H 11.62 -2.43 18.13
H 11.59 -2.86 14.99
H 12.90 -1.65 14.86
H 9.92 -1.33 14.15
H 11.46 -1.00 13.31
H 11.79 0.58 15.41
H 9.02 1.17 14.30
H 10.06 2.10 15.40
H 8.23 1.19 16.72
H 9.71 0.43 17.14
H 7.13 -2.04 16.52
H 7.71 -0.93 17.88
H 8.90 -1.92 17.12
C 14.43 5.72 15.30
O 13.11 6.02 15.70
C 12.10 5.23 15.06
C 10.75 5.92 15.27
N 10.67 6.42 16.64
C 9.40 7.02 16.99
C 9.60 7.83 18.23
O 10.36 8.97 17.77
C 10.64 9.90 18.83
H 14.67 5.65 14.24
H 14.56 4.71 15.69
H 15.20 6.35 15.74
H 12.14 4.17 15.28
H 12.18 5.32 13.98
H 9.95 5.21 15.06
H 10.83 6.70 14.51
H 11.41 7.10 16.73
H 8.59 6.29 16.92
H 9.19 7.58 16.08
H 10.11 7.28 19.03
H 8.71 8.23 18.72
H 9.82 10.61 18.90
H 11.49 10.49 18.49
H 10.74 9.45 19.82
C 5.28 2.06 17.92
O 5.39 2.42 19.30
C 6.38 3.42 19.56
C 6.35 3.67 21.02
N 6.96 2.68 21.98
C 7.26 1.30 21.51
C 7.69 0.38 22.79
O 9.03 0.48 23.22
C 9.38 -0.19 24.35
H 6.27 1.73 17.61
H 4.99 2.89 17.28
H 4.49 1.35 17.68
H 6.38 4.27 18.88
H 7.43 3.20 19.34
H 5.39 4.09 21.34
H 7.01 4.52 21.19
H 7.56 3.11 22.66
H 8.10 1.40 20.82
H 6.31 0.96 21.08
H 7.44 -0.63 22.49
H 6.93 0.66 23.52
H 10.45 -0.39 24.45
H 8.81 -1.11 24.35
H 8.94 0.44 25.12
C -1.16 13.03 18.15
O -0.14 14.04 18.04
C 0.59 14.11 19.32
C 1.38 12.87 19.67
N 2.37 12.46 18.60
C 2.86 11.09 18.75
C 4.34 10.92 18.45
O 4.49 9.78 17.59
C 5.76 9.71 17.00
H -1.09 11.95 18.30
H -1.84 13.31 17.35
H -1.68 13.53 18.97
H -0.17 14.44 20.03
H 1.31 14.93 19.26
H 0.80 11.99 19.94
H 1.84 13.19 20.60
H 2.13 12.93 17.74
H 2.19 10.50 18.13
H 2.59 10.77 19.76
H 4.97 10.99 19.34
H 4.60 11.81 17.88
H 6.35 9.01 17.58
H 6.34 10.63 16.91
H 5.67 9.26 16.01
C 6.17 5.91 10.39
O 5.58 4.64 10.76
C 4.97 3.98 9.70
C 4.54 2.53 9.98
N 5.67 1.61 9.97
C 5.34 0.24 10.28
C 6.55 -0.72 10.25
O 7.49 -0.30 11.30
C 7.18 -0.56 12.69
H 7.15 5.61 10.02
H 6.21 6.62 11.22
H 5.53 6.35 9.62
H 5.65 3.84 8.85
H 4.15 4.58 9.32
H 3.87 2.11 9.23
H 4.07 2.38 10.95
H 6.30 1.89 10.71
H 4.78 -0.01 9.38
H 4.66 0.12 11.12
H 7.27 -0.52 9.45
H 6.26 -1.76 10.32
H 6.31 0.02 12.99
H 7.94 -0.11 13.33
H 6.96 -1.57 13.04
O 12.95 4.24 18.22
C 12.23 3.00 18.21
C 10.69 3.16 18.55
O 9.80 3.59 17.51
H 12.84 4.68 17.38
H 12.23 2.52 17.22
H 12.82 2.28 18.77
H 10.53 3.70 19.49
H 10.26 2.18 18.79
H 10.01 4.51 17.38
O 7.15 4.36 16.27
C 7.21 4.08 14.93
C 6.54 5.19 14.09
O 7.10 6.42 14.37
H 7.87 3.89 16.69
H 8.23 3.93 14.57
H 6.69 3.15 14.69
H 5.49 5.20 14.40
H 6.50 4.97 13.02
H 6.91 6.64 15.28

Properties
LUMO in eV: 0.6
SMILES string: COCCNCCOC.COCCNCCOC.COCCNCCOC.COCCNCCOC.COCCNCCOC.COCCNCCOC.OCCO.OCCO

Mulliken atomic charge list, values in e, 6 entries:
1. C -0.7236
2. O -0.3235
3. C -0.2849
4. C -0.7556
5. N -0.2364
6. C -0.5337

The structure with the least stability is *Q*.